Record 1
Entry from OMol25: 2 unconnected molecules or ions with the total composition C24H49FN5O2 (the ωB97M-V functional and the def2-TZVPD basis).

Calculated values
Charge = +1
Energy = -39937.6875 eV
HOMO = -0.4417 Eh

Each line ends with the Mulliken charge.
Element x y z (Å)
1 H -1.63002 3.00889 0.63517  0.40
2 H 1.93755 5.02229 1.67594  0.44
3 N -3.61372 -2.08170 0.00589  0.10
4 C -1.21338 1.85657 -1.75072  -0.93
5 C 2.73988 3.22247 0.85516  -0.19
6 N -3.05749 -1.32840 2.00903  -0.49
7 H 7.27411 1.44963 -0.11484  0.38
8 C -0.68254 3.38217 0.22491  -0.82
9 H -1.44193 -3.63138 -2.81392  0.33
10 H -4.07689 -2.29378 -0.86483  0.11
11 C 7.80413 0.61400 1.82104  -0.73
12 H 6.32153 0.05992 0.35544  0.33
13 H -2.99664 -3.06252 -2.29181  0.13
14 H -1.84098 -1.68326 -4.02555  0.57
15 H -1.01834 -1.92705 1.83135  0.48
16 C -6.00140 -1.32660 3.67100  -0.59
17 C 0.25589 3.69983 1.38597  -0.93
18 H -2.60030 0.69217 -0.58987  -0.02
19 C 8.05013 -0.88761 1.95451  -0.61
20 H 3.98576 4.65787 -0.14231  0.38
21 H -0.81116 1.78172 -2.76448  0.48
22 H -1.05166 -0.08242 -0.86475  0.14
23 C -5.71864 -0.35548 2.52949  -0.73
24 C -1.63626 -1.50460 -2.96913  -0.89
25 C -1.83238 0.51204 -1.35087  0.00
26 H -7.55459 -2.80285 4.05092  0.32
27 C 8.54853 -1.53713 0.65930  -1.06
28 H 7.72661 -1.85464 0.01513  0.30
29 C 6.77200 0.98221 0.73716  -0.54
30 H 9.15709 -0.83490 0.08309  0.28
31 C 5.65622 1.92136 1.21228  -0.60
32 C -4.66976 -4.32973 -5.25918  -0.80
33 H 0.27794 1.51443 -0.21391  0.28
34 N -2.27731 -2.32142 0.18495  0.18
35 H -3.47792 -0.55240 -2.33995  0.39
36 C -2.00884 -1.86423 1.40465  -0.24
37 H -6.61041 0.21460 2.28177  0.41
38 H 7.12501 -1.37315 2.28311  0.29
39 H 2.52913 2.50656 0.05158  0.11
40 H 8.76041 1.09765 1.60081  0.29
41 H -5.99150 -1.17933 0.57660  0.24
42 H -0.43580 -2.53195 -0.71450  0.34
43 H -5.70013 -4.57259 -5.50173  0.32
44 H 0.68944 2.79461 -1.33261  0.38
45 H 1.51978 4.77702 -0.00249  0.38
46 H -0.24104 4.41714 2.04325  0.33
47 H 7.47037 1.00934 2.78515  0.39
48 C -0.14289 2.36043 -0.77386  -0.47
49 H -6.47034 -0.76143 4.47838  0.37
50 H 8.78436 -1.05676 2.74650  0.36
51 O -4.12397 -2.15766 -4.63299  -0.49
52 H 5.99894 2.50218 2.07657  0.35
53 H 2.76563 2.64739 1.78771  0.25
54 H -2.01623 2.60032 -1.79302  0.40
55 N -4.70080 -3.17656 -4.31808  0.93
56 H -5.05711 -1.71456 4.05949  0.32
57 H 4.44853 4.33903 1.52608  0.32
58 C 5.16907 2.87929 0.12939  -0.59
59 C -6.89410 -2.48420 3.24559  -0.25
60 H 9.16781 -2.41162 0.86203  0.36
61 H 4.80721 1.32558 1.56717  0.16
62 H -4.21131 -5.16008 -4.73051  0.31
63 H 4.76144 2.29455 -0.70614  0.24
64 F -7.71247 -2.08815 2.17978  -0.31
65 H 0.40914 2.79018 1.98072  0.42
66 N -5.30119 -1.03243 1.29516  -0.12
67 H -6.32326 -3.34812 2.90099  0.21
68 C 1.62158 4.25863 0.95894  -0.77
69 O -5.29612 -3.33284 -3.26673  -0.55
70 H -0.91332 4.30767 -0.31420  0.26
71 C -4.06458 -1.45948 1.11468  0.48
72 C 4.10280 3.86286 0.60107  -0.87
73 C -1.92569 -2.83057 -2.25030  -0.64
74 H -1.35900 -4.03403 -0.53116  0.46
75 H -4.93290 0.34306 2.81447  0.38
76 C -1.42414 -2.98261 -0.81536  -0.64
77 C -2.43737 -0.27080 -2.53112  -1.02
78 H -0.56816 -1.27496 -2.88354  0.39
79 H -2.49652 0.39921 -3.39222  0.68
80 H -4.10478 -4.03618 -6.13491  0.31
81 H 6.02927 3.42721 -0.26782  0.44

***

Record 2
Entry from OMol25: a single C22H28N2O4 molecule (the ωB97M-V functional and the def2-TZVPD basis).

Calculated values
Energy = -34438.0566 eV
Energy above the lowest of the compared OMol25 structures with the same formula, charge and spin = 64.8 kcal per mole
HOMO = -0.2891 Eh
SMILES = OCCN(C[C@@H](O)COc1ccccc1)C[C@H](O)Cn1ccc2ccccc21

Each line ends with the Mulliken charge.
Element x y z (Å)
1 H -3.31363 -3.72115 -3.91323  0.37
2 H -0.01132 -0.36894 -0.05807  -0.88
3 H 0.67512 -2.21881 -4.11551  0.39
4 C -1.45644 1.99513 0.81808  -1.45
5 O -1.26995 -2.90290 -0.03419  -0.40
6 C -1.32350 -2.97306 -4.18004  -0.71
7 H 0.78055 -2.10493 -1.68930  0.25
8 C 0.40646 1.86971 -2.22037  -0.25
9 H 1.57014 -0.56530 1.52144  0.25
10 H -3.06269 0.58707 3.35116  0.52
11 C -2.36344 -3.32330 -2.04813  -0.52
12 H -0.40737 2.48331 -2.55839  0.45
13 C -0.26050 -0.84756 0.89884  2.53
14 C -0.18433 -2.52640 -3.53851  -0.67
15 N 1.01203 2.13069 -1.02339  0.44
16 H -0.42329 3.36443 2.91559  0.48
17 O -0.54048 2.30952 4.40786  -0.59
18 H -0.31572 0.38935 3.64816  0.15
19 H -1.36235 -3.01282 -5.25800  0.40
20 H 4.54969 -1.65744 -1.00065  0.41
21 H 2.99466 -1.33670 -2.89021  0.37
22 C 2.02674 0.35411 -1.97100  1.04
23 C -1.68950 -0.42836 1.31190  -1.60
24 C -2.41638 -3.37049 -3.42521  -0.41
25 H -2.18394 2.81680 0.84353  0.33
26 C 3.82615 -0.85563 -0.97606  -0.71
27 O 0.67950 -0.46933 1.88395  -0.67
28 C 2.95816 -0.68400 -2.03035  -0.44
29 N -1.92313 0.94251 1.67925  0.53
30 C 2.00700 1.21224 -0.83988  0.16
31 C 3.80062 -0.00077 0.13073  -0.47
32 H -3.20061 -3.63553 -1.44381  0.43
33 H 0.71955 0.38562 -3.78183  0.50
34 C 0.63004 3.15449 -0.09619  -1.68
35 H -2.56121 2.26668 3.11983  0.42
36 H -1.43295 1.59281 -0.19753  0.36
37 H 0.76172 -2.69322 0.35162  0.48
38 C -1.21292 -2.87153 -1.39927  0.27
39 H 4.50679 -0.15935 0.93305  0.44
40 H 1.51558 3.70751 0.23373  0.41
41 C 2.90283 1.04371 0.21206  -1.12
42 H -0.04167 3.85722 -0.59377  0.33
43 H -2.32928 -0.68123 0.45371  0.26
44 C -2.22575 1.22903 3.05403  -1.03
45 H -0.35041 -2.82804 1.73067  0.40
46 C -0.12161 -2.46644 -2.15584  0.41
47 H -1.47807 0.57019 4.98893  0.39
48 C -0.21843 -2.38375 0.73857  -1.44
49 C 0.99155 0.80431 -2.83424  -0.98
50 H 0.24365 2.18773 4.95213  0.30
51 H 2.90473 1.71242 1.05951  0.39
52 H -1.99418 -1.05243 2.15317  0.32
53 C -1.08494 1.03840 4.07696  -0.10
54 H 0.55315 1.82321 1.60778  0.16
55 C -0.07258 2.60656 1.16115  1.49
56 O -0.18384 3.70465 2.03554  -0.72

***

Record 3
Entry from OMol25: a single C3H8N4 molecule (the ωB97M-V functional and the def2-TZVPD basis).

Calculated values
Energy = -9195.8523 eV
Energy above the lowest of the compared OMol25 structures with the same formula, charge and spin = 133.3 kcal per mole
HOMO = -0.3142 Eh
SMILES = C=N/N=C\N(C)N

Each line ends with the Mulliken charge.
Element x y z (Å)
1 N -1.48360 -0.25232 -0.37307  -0.67
2 C 0.66576 0.54154 0.41312  0.16
3 H -1.61979 2.76217 0.11772  0.29
4 C -1.15316 2.04796 0.80204  -0.86
5 H -2.03156 1.79484 1.51854  0.26
6 H 1.15814 -3.39121 -1.27704  0.25
7 H 2.75804 -2.42524 -1.21798  0.23
8 N 1.43601 -0.41357 0.05893  -0.50
9 H -0.86091 -0.44561 -1.38087  0.38
10 N 0.74922 -1.60210 -0.54905  -0.30
11 N -0.61722 0.84323 0.15217  0.12
12 H 1.03884 1.58263 0.73676  0.27
13 H -0.44530 2.60843 1.60927  0.29
14 C 1.60211 -2.46644 -0.93094  -0.32
15 H -1.19656 -1.18430 0.32041  0.39

***

| no. | orbital gap (eV) |
| --- | --- |
| 1 | 9.3 |
| 2 | 8.5 |
| 3 | 9.4 |